# 1
17
Properties=species:S:1:pos:R:3 method="wB97M-V/def2-TZVPD" homo_ev="-15.415 / -12.578" largest_force_ev_per_a=3.1 de_lowest_ev=7.963 total_charge=+1
C -2.0042 0.9183 0.6875
C -1.8812 0.8983 -0.7541
C -0.9931 -0.1860 0.0513
C -1.2297 -1.6691 0.1833
C 4.0429 0.3952 -0.1600
N 0.2915 0.2740 0.1055
O 1.3051 -0.3444 0.0393
H -1.6712 1.7375 1.2167
H -2.7205 0.4602 1.3247
H -2.6699 0.5708 -1.3380
H -1.2649 1.7388 -0.9991
H -1.3373 -2.0430 -0.8397
H -2.2115 -1.8486 0.5851
H -0.3216 -2.1564 0.5679
H 4.3178 -0.5775 -0.4070
H 4.1895 0.8754 0.7821
H 4.1584 0.9563 -1.0455

# 2
14
Properties=species:S:1:pos:R:3 method="wB97M-V/def2-TZVPD" homo_ev=-6.725 largest_force_ev_per_a=0.3 de_lowest_ev=1.780
N -2.5594 -0.5582 0.0403
C -1.2973 -0.3601 0.1564
C -0.0696 -0.9564 0.4667
C 0.9865 -0.0924 0.0521
N 2.3198 -0.4060 0.2103
C 0.5248 1.0865 -0.4886
N -0.9244 1.0718 -0.2459
H -1.5303 1.2961 -1.0355
H -2.8062 -1.5199 0.2509
H 0.0555 -1.9755 0.8064
H 2.9562 0.0922 -0.3947
H 2.5253 -1.3930 0.2571
H 1.0221 2.0373 -0.6072
H -1.2031 1.6776 0.5317

# 3
30
Properties=species:S:1:pos:R:3 method="wB97M-V/def2-TZVPD" homo_ev=-7.875 largest_force_ev_per_a=1.0 de_lowest_ev=1.472
C -6.8630 4.6453 16.2742
S -6.5368 3.4106 15.0254
O -6.5790 4.1247 13.7145
C -8.1138 2.5594 15.1164
H -6.9468 4.1628 17.2523
H -7.7386 5.2583 16.0752
H -5.9576 5.2487 16.3536
H -8.0617 1.7753 14.3655
H -8.8884 3.2899 14.8897
H -8.2841 2.1416 16.1077
N -5.9635 6.4694 19.1153
C -7.3262 6.5627 19.2880
C -7.6413 5.9353 20.4485
C -6.4256 5.4856 21.0453
C -5.4132 5.8634 20.2147
H -5.3965 6.9279 18.4232
H -7.9007 7.1712 18.6099
H -8.6387 5.8493 20.8473
H -6.3654 4.8874 21.9388
H -4.3456 5.7540 20.3051
N -5.2771 6.6409 13.3708
C -6.1086 7.6630 13.7235
C -5.5582 8.8369 13.2720
C -4.3160 8.5106 12.6765
C -4.1819 7.1428 12.7305
H -5.4732 5.6726 13.5944
H -7.0090 7.4434 14.2725
H -6.0432 9.7978 13.3216
H -3.6314 9.1494 12.1423
H -3.4433 6.4675 12.3334

# 4
15
Properties=species:S:1:pos:R:3 method="wB97M-V/def2-TZVPD" homo_ev=-9.559 largest_force_ev_per_a=1.3 de_lowest_ev=0.849
C 0.7396 -1.5341 0.8882
N 0.8577 -0.1817 0.3225
C 0.0981 0.9364 0.4772
C -1.3213 0.7754 0.9824
O 0.5281 2.0383 0.2094
H 1.3564 -2.1894 0.2966
H -0.2907 -1.8880 0.8931
H 1.1197 -1.5361 1.9146
H 1.8067 0.0174 0.0384
H -1.9634 0.9451 0.1336
H -1.4929 -0.1748 1.4964
H -1.4321 1.4917 1.7863
O -0.5155 -1.1457 -2.5427
H -1.3261 -0.8195 -2.9581
H -0.8547 -1.3658 -1.6593

# 5
21
Properties=species:S:1:pos:R:3 method="wB97M-V/def2-TZVPD" homo_ev=-2.864 largest_force_ev_per_a=1.0 de_lowest_ev=0.625 total_charge=-1
C -1.1190 -1.3069 1.0401
O -0.6030 -0.6043 -0.0063
C -2.1079 -0.4300 1.8489
C -1.3726 0.7730 2.4472
H -0.3463 -1.7066 1.7508
H -1.6606 -2.2232 0.6984
H -2.6434 -0.9911 2.6311
H -2.8438 -0.1070 1.1090
H -2.0656 1.3928 3.0249
H -0.9046 1.3061 1.6236
H -0.5967 0.4335 3.1398
C 1.9940 2.0967 -1.7262
C 1.4592 0.8923 -1.4737
C 1.8136 -0.2506 -2.3179
C 1.2166 -1.4408 -2.1838
H 2.7563 2.1966 -2.4978
H 1.7914 2.9902 -1.1502
H 0.7067 0.7473 -0.6901
H 2.5980 -0.0050 -3.0333
H 1.5323 -2.2867 -2.7826
H 0.3954 -1.4763 -1.4520

# 6
66
Properties=species:S:1:pos:R:3 method="wB97M-V/def2-TZVPD" homo_ev=-9.182 largest_force_ev_per_a=3.8
C 7.7969 1.1530 -2.6325
C 6.3145 1.1465 -2.2688
N 5.4423 0.8432 -3.4139
C 4.5227 -0.2875 -3.1972
C 3.4435 0.0851 -2.1863
C 2.6143 -1.0847 -1.6310
C 1.5469 -1.6331 -2.5811
C 0.3239 -0.7137 -2.5760
O -0.5778 -1.1909 -3.5869
C -1.2615 -0.2460 -4.2640
C -1.5849 1.0923 -3.6395
O -1.6423 -0.4981 -5.3343
C 3.9612 -0.5419 -4.6366
C 4.5644 -1.8384 -5.1287
O 4.9376 -2.5342 -3.9424
C 5.2488 -1.6274 -2.9761
O 5.9854 -1.9386 -2.1334
H 8.3391 1.5491 -1.7769
H 7.9492 1.8110 -3.4813
H 8.1308 0.1371 -2.8191
H 6.0663 2.1552 -1.9220
H 6.1159 0.4956 -1.4232
H 4.9022 1.6447 -3.7053
H 2.7898 0.7985 -2.6899
H 3.8453 0.6209 -1.3315
H 3.2330 -1.8728 -1.2162
H 2.0625 -0.6850 -0.7753
H 1.2161 -2.6080 -2.2310
H 1.8757 -1.6976 -3.6124
H 0.6828 0.2955 -2.7521
H -0.1613 -0.8043 -1.6050
H -1.9407 0.9351 -2.6264
H -2.3112 1.6257 -4.2288
H -0.6816 1.6967 -3.6334
H 2.9037 -0.3494 -4.7873
H 4.4188 0.2182 -5.2688
H 5.4890 -1.7076 -5.6904
H 3.9054 -2.3593 -5.8184
O -4.1583 1.9666 3.8785
C -3.6049 2.1514 2.8106
C -4.2490 2.7739 1.6642
C -3.5726 2.9278 0.5190
O -4.1122 3.4920 -0.5566
C -2.1508 2.4690 0.3752
O -1.5979 2.6214 -0.6993
C -1.5014 1.8663 1.5299
C -2.1768 1.7150 2.6765
O -1.6334 1.1707 3.7597
H -5.2735 3.0983 1.7802
H -3.4181 3.4805 -1.2446
H -0.4725 1.5540 1.4193
H -2.3302 1.1700 4.4479
O -4.5647 -3.3664 8.6828
C -5.0644 -2.6071 7.8736
C -4.3270 -1.5350 7.2190
C -4.9455 -0.7252 6.3496
O -4.3165 0.2668 5.7239
C -6.4015 -0.8865 6.0226
O -6.9110 -0.1094 5.2382
C -7.1333 -1.9739 6.6608
C -6.5129 -2.7838 7.5269
O -7.1351 -3.7911 8.1343
H -3.2798 -1.4280 7.4645
H -4.9813 0.7032 5.1547
H -8.1770 -2.0910 6.4054
H -6.4649 -4.2143 8.7064